[1]
{
  "formula": "C52H95BrFeN2O3SSi",
  "method": "the ωB97M-V functional and the def2-TZVPD basis",
  "elements": ["Br", "Fe", "S", "Si", "O", "O", "O", "N", "N", "C", "C", "C", "C", "C", "C", "C", "C", "C", "C", "C", "C", "C", "C", "C", "C", "C", "C", "C", "C", "C", "C", "C", "C", "C", "C", "C", "C", "C", "C", "C", "C", "C", "C", "C", "C", "C", "C", "C", "C", "C", "C", "C", "C", "C", "C", "C", "C", "C", "C", "C", "C", "H", "H", "H", "H", "H", "H", "H", "H", "H", "H", "H", "H", "H", "H", "H", "H", "H", "H", "H", "H", "H", "H", "H", "H", "H", "H", "H", "H", "H", "H", "H", "H", "H", "H", "H", "H", "H", "H", "H", "H", "H", "H", "H", "H", "H", "H", "H", "H", "H", "H", "H", "H", "H", "H", "H", "H", "H", "H", "H", "H", "H", "H", "H", "H", "H", "H", "H", "H", "H", "H", "H", "H", "H", "H", "H", "H", "H", "H", "H", "H", "H", "H", "H", "H", "H", "H", "H", "H", "H", "H", "H", "H", "H", "H", "H"],
  "positions_angstrom": [[2.180919, 0.008691, -1.023904], [-0.531130, -1.518246, 1.433166], [2.459734, -2.466953, 2.993103], [4.036808, 0.359394, -2.305665], [1.462648, -1.523143, 2.364862], [-0.882724, -0.131448, 0.015932], [-2.353027, -2.059015, 1.716974], [-1.131711, 0.320754, 2.756133], [-1.169566, -2.440789, 4.373068], [0.475809, 5.578799, -2.214635], [3.013022, -3.579304, 1.632121], [4.994654, 1.591148, 0.124054], [-0.834391, 0.011019, 4.164974], [-5.702200, 0.168134, 0.661935], [0.682280, -4.506137, 1.152393], [3.196087, -1.292778, -4.489975], [-0.781977, 1.112694, -0.160776], [-2.929482, -3.945357, -0.222228], [3.965031, -1.440940, 3.189477], [0.206305, 5.299403, -0.728425], [5.705799, -0.738339, -0.266435], [-3.381989, -1.341381, 1.306841], [4.037698, -1.711107, 5.721619], [5.419852, 0.596380, -0.968176], [-7.219161, 0.915334, -1.192270], [-4.692880, -3.115192, -1.715213], [-0.207963, 3.857561, -0.500815], [-4.386871, -1.892493, 0.456092], [5.617093, -1.394720, -3.899923], [-5.521890, -1.137106, 0.210784], [1.906985, -3.766391, 0.604234], [1.493979, 5.623382, 0.044988], [-0.077625, -2.887460, 5.223559], [4.197055, -1.272974, -3.324393], [-2.519533, 0.794899, 2.557812], [3.633138, 1.920767, -3.359233], [-1.785150, 1.020529, -2.560255], [2.188540, 1.884071, -3.882288], [-0.363887, 1.931619, 0.950381], [-4.665960, 0.720478, 1.391862], [-4.309867, -3.271443, -0.231907], [3.896305, -2.525423, -2.485626], [4.608125, 2.035278, -4.540987], [-0.114998, 1.293720, 2.293962], [3.757325, 3.197119, -2.514008], [-1.644176, -1.121571, 4.783000], [-0.755894, 3.088383, -1.541817], [-2.236757, -3.433032, 4.392454], [-1.079671, 1.757864, -1.424749], [-8.162195, 0.198733, 1.022417], [-1.948664, 1.901410, -3.800486], [-3.524142, 0.001089, 1.724616], [-6.991764, 0.913119, 0.327778], [6.716852, 1.109325, -1.610728], [-0.094556, 3.257993, 0.765534], [-5.310417, -4.213641, 0.455525], [-1.016684, -0.243268, -2.991849], [-6.957641, 2.365583, 0.805881], [4.776758, -1.901081, 4.397108], [-3.183529, 0.625363, -2.048626], [-0.923006, 6.226942, -0.244430], [-5.334508, -5.180549, -0.053204], [-7.904143, 2.850727, 0.563921], [2.329044, -4.331266, -0.228286], [-2.635375, -4.243599, 0.779991], [5.669463, -2.261834, -4.564140], [7.072017, 0.446813, -2.402022], [-4.557968, -4.067217, -2.232237], [-0.425153, -3.149231, 6.235705], [0.390414, -3.773075, 4.789065], [4.081123, 1.272922, 0.627447], [6.582737, 2.103869, -2.040040], [-6.360469, 1.353822, -1.704015], [4.789099, 3.392964, -2.220279], [-3.735855, 1.504839, -1.711601], [-2.693312, -1.017717, 4.502972], [4.676181, -2.002167, 6.554105], [3.585701, -0.426919, 3.324555], [-6.306060, -1.574911, -0.392893], [-4.057752, -2.368276, -2.196433], [-0.849158, -0.905686, -2.150653], [-2.465984, 1.771097, 2.069539], [3.137014, 3.139931, -1.615815], [-6.315468, -3.791022, 0.438709], [0.970786, -5.454842, 1.606408], [-0.984332, 0.921340, 4.766176], [5.650029, 2.015161, -4.212073], [-2.541666, 2.794681, -3.593764], [1.734666, 6.679325, -0.078383], [3.911209, -3.165346, 1.175329], [4.056019, -3.412126, -3.106372], [-0.442161, 5.587203, -2.803367], [-8.106539, 1.502525, -1.437541], [-5.024375, -4.375531, 1.496623], [6.182678, -1.456393, -0.934261], [-3.105941, -0.069419, -1.213696], [-8.248180, -0.835816, 0.688937], [1.609942, -2.787872, 0.214155], [-2.606840, -3.621040, 5.412028], [5.901096, -0.515563, -4.482234], [0.013047, 2.091159, 3.038543], [-3.748871, 0.146032, -2.849572], [-2.965786, 0.970737, 3.542554], [-0.726634, 7.246686, -0.577445], [1.959993, 0.975625, -4.436576], [-2.471782, 1.333031, -4.569244], [1.158008, 4.837003, -2.635516], [3.274987, -2.251270, -5.010715], [2.330431, 5.034643, -0.337606], [5.786438, 1.658645, 0.877028], [4.538321, -2.612948, -1.610295], [3.750308, -0.667433, 5.858896], [2.028306, 2.731624, -4.556044], [-0.981213, 2.208131, -4.205590], [-7.369788, -0.092062, -1.580092], [-2.972070, -4.839974, -0.848999], [4.467620, 1.238457, -5.271150], [-8.014859, 0.194407, 2.103712], [0.222521, -0.257024, 4.227028], [6.360663, -1.539195, -3.114325], [5.051568, -2.952750, 4.275888], [-6.156733, 2.923696, 0.315285], [-0.048306, 0.028198, -3.418653], [3.258948, -4.525336, 2.117907], [3.416513, 4.056197, -3.099981], [-4.723304, 1.751225, 1.726659], [3.137812, -2.326093, 5.760968], [0.152750, -3.915558, 1.909761], [-1.885890, 5.912874, -0.650817], [1.392208, 5.431062, 1.112103], [-0.992310, 6.233575, 0.844654], [4.781658, -1.176075, 0.120851], [2.168142, -1.196673, -4.132848], [4.550296, -1.481079, 2.271862], [-1.582709, -1.020521, 5.877075], [2.858155, -2.533062, -2.153142], [-6.817746, 2.423798, 1.886566], [-3.062505, -3.099379, 3.770327], [1.474896, 1.971107, -3.059926], [4.447090, 2.984135, -5.060220], [-1.594013, -0.773739, -3.750687], [3.389982, -0.507662, -5.219499], [-5.732546, -2.818513, -1.848794], [6.385454, -0.572662, 0.575804], [5.704347, -1.326601, 4.416887], [-0.938832, 3.576085, -2.485557], [0.834741, 0.749808, 2.225359], [0.222722, 3.843929, 1.618859], [4.835225, 2.592383, -0.268499], [-1.862204, -4.372919, 3.983678], [-9.101944, 0.709228, 0.799834], [0.938084, 6.560580, -2.315340], [-0.021108, -4.719766, 0.347479], [7.506625, 1.181238, -0.857513], [0.675332, -2.105534, 5.313204], [-2.165743, -3.277517, -0.631297]],
  "atomic_forces_ev_per_a": [[-0.05, 0.03, 0.02], [-0.95, 0.41, 1.92], [0.67, -0.27, -0.26], [0.06, -0.15, 0.14], [-1.08, 0.54, -0.74], [0.05, 0.01, -0.93], [1.42, -0.50, -0.22], [0.39, -0.60, -0.42], [0.14, -0.03, -0.17], [-0.06, -0.07, 0.08], [-0.02, 0.14, 0.12], [-0.02, 0.01, -0.04], [-0.01, 0.05, 0.22], [0.00, 0.00, -0.04], [0.12, 0.11, -0.18], [0.01, 0.06, 0.07], [-0.01, -0.12, 0.35], [-0.06, 0.08, 0.08], [-0.04, -0.28, 0.11], [0.11, 0.18, -0.08], [-0.02, 0.01, -0.13], [-0.77, 0.61, -0.37], [0.10, -0.07, -0.14], [-0.10, 0.06, -0.11], [0.00, 0.02, 0.12], [-0.03, -0.03, 0.05], [0.04, -0.01, -0.13], [0.42, 0.03, 0.13], [0.00, 0.08, 0.06], [0.01, 0.14, -0.01], [-0.30, -0.15, 0.23], [-0.07, -0.09, -0.03], [-0.09, -0.04, -0.02], [-0.01, 0.10, 0.01], [-0.13, 0.04, 0.03], [-0.01, -0.02, 0.12], [0.00, -0.19, -0.01], [0.03, -0.05, 0.02], [0.21, 0.20, 0.30], [-0.02, 0.11, -0.05], [-0.04, -0.05, 0.09], [0.03, 0.07, 0.05], [0.06, -0.09, 0.03], [-0.05, -0.05, -0.10], [0.05, -0.10, 0.03], [0.02, -0.02, -0.23], [-0.02, -0.07, -0.01], [-0.04, 0.02, -0.02], [-0.23, 0.10, -0.38], [0.04, 0.10, -0.07], [0.01, 0.05, 0.09], [0.20, -0.46, -0.10], [-0.05, -0.03, 0.02], [-0.07, -0.01, -0.14], [-0.04, -0.16, 0.21], [0.10, 0.02, -0.07], [0.04, 0.18, 0.07], [0.02, -0.11, -0.02], [-0.19, 0.00, 0.15], [0.16, 0.02, 0.08], [-0.04, -0.11, 0.05], [-0.01, -0.01, 0.02], [0.00, 0.02, 0.00], [0.02, 0.07, -0.04], [0.07, 0.03, 0.04], [-0.01, -0.01, -0.01], [0.05, 0.04, 0.02], [-0.01, 0.00, 0.00], [0.01, 0.06, 0.01], [0.02, 0.01, 0.04], [-0.02, 0.00, 0.02], [0.05, -0.01, 0.01], [-0.01, 0.01, -0.04], [-0.03, 0.04, 0.03], [-0.04, 0.00, -0.01], [-0.02, -0.05, 0.00], [-0.04, 0.02, 0.04], [-0.10, -0.02, 0.01], [-0.01, -0.01, 0.02], [-0.01, -0.01, -0.03], [0.02, -0.13, 0.02], [0.00, 0.08, 0.17], [0.00, 0.03, 0.01], [-0.02, -0.03, 0.01], [-0.05, -0.01, 0.05], [0.02, -0.02, 0.00], [0.00, 0.02, -0.05], [-0.02, -0.01, -0.03], [0.01, 0.01, -0.01], [-0.01, 0.04, 0.02], [0.01, 0.00, -0.02], [0.01, 0.00, -0.03], [0.00, -0.01, -0.02], [-0.03, -0.01, 0.01], [-0.02, -0.03, 0.05], [-0.10, -0.04, 0.05], [-0.01, -0.01, 0.00], [0.17, -0.02, -0.14], [0.03, 0.00, 0.01], [0.04, -0.03, -0.01], [0.00, 0.04, -0.04], [0.00, 0.00, -0.01], [0.06, 0.06, 0.01], [0.02, 0.02, 0.02], [-0.03, 0.04, -0.02], [0.02, -0.02, -0.01], [-0.02, 0.03, -0.03], [0.02, -0.01, 0.00], [0.02, 0.01, 0.04], [0.04, -0.03, -0.02], [-0.02, -0.05, -0.02], [-0.01, 0.01, 0.03], [0.03, 0.04, -0.01], [-0.02, 0.00, -0.04], [0.02, -0.01, -0.02], [-0.01, 0.03, -0.02], [0.04, 0.01, 0.00], [-0.03, 0.00, 0.01], [0.03, 0.11, -0.03], [0.02, 0.00, -0.05], [0.10, 0.03, -0.01], [0.00, 0.03, 0.03], [-0.02, -0.04, 0.00], [0.05, 0.00, -0.01], [0.01, -0.01, -0.05], [-0.04, -0.01, 0.00], [-0.02, 0.03, 0.06], [0.00, -0.12, 0.10], [-0.01, 0.05, -0.01], [0.05, 0.06, 0.01], [-0.04, -0.04, 0.00], [0.04, -0.03, -0.02], [-0.02, 0.00, -0.03], [-0.13, 0.05, -0.02], [-0.11, 0.06, 0.00], [-0.01, -0.02, 0.01], [0.00, 0.05, 0.00], [0.03, 0.01, -0.06], [0.00, -0.03, -0.03], [-0.03, 0.02, 0.01], [-0.01, 0.02, -0.02], [-0.04, -0.03, -0.02], [0.02, 0.02, -0.04], [0.02, 0.04, 0.00], [0.04, -0.06, -0.09], [0.08, -0.01, 0.01], [0.05, 0.09, 0.15], [0.02, 0.00, -0.02], [-0.01, 0.01, 0.06], [-0.01, -0.03, 0.03], [-0.01, -0.02, 0.02], [-0.01, 0.02, 0.00], [-0.05, 0.00, 0.04], [-0.01, -0.01, 0.03], [0.07, 0.00, 0.01], [0.02, -0.03, -0.01]],
  "multiplicity": 6,
  "mol_weight_g_mol": 992.2,
  "homo_lumo_gap_ev": [7.7, 4.7],
  "lumo_energy_ev": [-1.59, -4.61],
  "charge": 1,
  "homo_ev": [-9.251, -9.321]
}

[2]
{
  "formula": "C3H8N2",
  "method": "the ωB97M-V functional and the def2-TZVPD basis",
  "elements": ["N", "N", "C", "C", "C", "H", "H", "H", "H", "H", "H", "H", "H"],
  "positions_angstrom": [[-0.772344, -0.555007, -0.684105], [0.146476, 0.217654, -0.148755], [-1.414558, -1.507963, -0.035673], [0.670973, 1.167768, -1.207195], [0.579156, 0.082964, 1.218209], [1.056903, 2.216386, -0.558139], [-0.253474, 1.534936, -1.936557], [0.566255, -1.082164, 1.498173], [1.428564, 0.648594, -1.827541], [-1.168937, -1.913981, 0.973917], [-0.324426, 0.687788, 1.774822], [1.705789, 0.522442, 1.382853], [-2.220376, -2.019417, -0.450009]],
  "atomic_forces_ev_per_a": [[-2.38, -2.03, 1.03], [0.98, 0.51, -2.41], [2.61, 1.58, 1.09], [-1.34, 2.72, 1.70], [-0.05, 0.27, 1.16], [-0.73, -3.19, -2.27], [2.42, -1.13, 2.15], [0.15, 2.75, -0.38], [-0.15, 0.75, 0.44], [0.02, 0.82, -0.55], [2.60, -1.59, -0.21], [-3.13, -0.95, -0.32], [-1.00, -0.51, -1.42]],
  "multiplicity": 1,
  "mol_weight_g_mol": 72.1,
  "homo_lumo_gap_ev": 8.9,
  "lumo_energy_ev": 0.95,
  "charge": 0,
  "relative_energy_kj_mol": 449.0,
  "homo_ev": -7.923,
  "smiles": "C=NN(C)C"
}